Record 1
The following is a DFT calculation (ωB97M-V/def2-TZVPD) of a structure of composition C43H63MoN2O5 at a distorted geometry.

XYZ file:
```
114
Properties=species:S:1:pos:R:3:forces:R:3
Mo -0.72955 0.05514 0.25753 -0.9 0.9 -0.5
C 0.18846 4.31136 0.15477 0.0 0.0 -0.1
N 0.83169 3.18561 -0.50334 -0.1 -0.2 0.0
C 1.48438 3.68034 -1.70429 0.1 0.0 -0.1
C 1.76717 2.55298 0.41141 0.1 0.0 0.2
C 2.43198 1.29450 -0.12144 0.2 0.1 -0.1
N 1.59670 0.05236 -0.21224 0.0 0.1 0.0
C 1.72129 -0.53239 -1.57852 0.0 -0.2 -0.2
C 1.26039 0.36509 -2.67246 -0.1 0.2 -0.4
C 2.06055 0.70489 -3.74401 -0.1 -0.1 0.1
C 1.56839 1.51470 -4.76798 0.0 0.1 0.0
C 0.26042 1.96844 -4.66785 0.0 -0.1 0.2
C -0.60233 1.67653 -3.59685 0.5 -0.1 -0.1
C -0.04749 0.85520 -2.61965 0.0 0.2 0.0
O -0.74244 0.46086 -1.53068 -0.1 -0.1 -0.2
C -2.01477 2.26614 -3.62821 0.0 0.0 0.0
C -2.86094 2.02367 -2.37188 0.1 0.0 0.1
C -1.90952 3.78844 -3.80618 -0.1 0.0 0.0
C -2.75843 1.65962 -4.82589 0.0 0.0 0.0
C 2.48396 1.86735 -5.93768 0.0 0.0 0.0
C 3.73048 2.58243 -5.39631 0.0 0.0 -0.1
C 2.90388 0.57527 -6.64808 0.0 0.0 0.0
C 1.81218 2.78480 -6.95719 0.0 0.0 0.0
C 2.21103 -0.97307 0.67346 0.0 -0.3 0.1
C 2.22181 -0.59087 2.10827 0.0 0.0 0.5
C 3.40337 -0.45079 2.81889 -0.1 0.0 0.0
C 3.37670 -0.12917 4.16833 0.0 0.1 0.0
C 2.13115 -0.00454 4.77641 -0.1 -0.1 -0.1
C 0.90390 -0.17291 4.12903 0.5 -0.1 0.0
C 1.00030 -0.40662 2.75272 -0.1 0.1 -0.1
O -0.08241 -0.41588 1.94078 -0.1 -0.2 0.8
C -0.37813 -0.08327 4.96106 0.0 0.0 0.0
C -0.16136 -0.78226 6.31150 -0.1 0.1 0.0
C -0.69467 1.39695 5.20073 -0.1 0.0 -0.1
C -1.59606 -0.75835 4.32422 0.0 0.0 0.0
C 4.64283 0.09878 4.99114 0.0 0.0 -0.1
C 4.61676 -0.78113 6.24571 0.1 0.0 0.0
C 5.90557 -0.23587 4.19719 0.0 0.1 0.1
C 4.70134 1.57456 5.40621 0.0 0.0 0.0
H 0.91295 5.10180 0.40714 0.0 0.0 0.0
H -0.29390 3.97442 1.06109 -0.2 -0.1 0.3
H -0.56314 4.74662 -0.50464 0.0 0.0 0.0
H 2.20703 4.47826 -1.47309 0.0 0.0 0.0
H 0.73684 4.08200 -2.38199 -0.1 0.1 0.0
H 2.00219 2.88745 -2.23612 0.0 0.0 0.0
H 1.23790 2.33869 1.35014 0.1 -0.1 -0.1
H 2.59466 3.24058 0.67599 -0.1 0.0 0.0
H 3.28702 1.07148 0.52453 -0.1 0.1 -0.1
H 2.83899 1.48738 -1.11674 0.0 0.0 0.1
H 1.13328 -1.46225 -1.57680 0.1 0.1 0.0
H 2.77251 -0.80817 -1.74563 -0.2 0.0 0.0
H 3.07289 0.32673 -3.78643 0.1 0.0 0.0
H -0.12728 2.59010 -5.45746 0.0 0.1 -0.1
H -2.39698 2.45704 -1.48074 0.0 0.0 -0.1
H -3.05031 0.96642 -2.18439 0.0 0.0 0.0
H -3.82506 2.51369 -2.51934 0.0 0.0 0.0
H -1.38961 4.23964 -2.96205 0.0 0.0 0.1
H -2.90933 4.21878 -3.85381 -0.1 0.0 0.0
H -1.38791 4.07435 -4.71648 0.0 0.0 -0.1
H -2.85755 0.58145 -4.71300 0.0 -0.1 0.0
H -2.24416 1.85449 -5.76438 0.0 0.0 -0.1
H -3.75740 2.08765 -4.89518 -0.1 0.0 0.0
H 4.26560 1.97149 -4.67240 0.1 -0.1 0.1
H 3.46303 3.52230 -4.91401 0.0 0.1 0.0
H 4.41687 2.80481 -6.21166 0.1 0.0 -0.1
H 3.45852 -0.08544 -5.98450 0.0 -0.1 0.0
H 3.54579 0.80685 -7.49619 0.1 0.0 -0.1
H 2.03603 0.03095 -7.01725 -0.1 0.0 0.0
H 1.49242 3.72471 -6.50926 0.0 0.1 0.0
H 0.94966 2.31347 -7.42505 -0.1 -0.1 0.0
H 2.52181 3.02386 -7.74798 0.0 0.0 0.0
H 3.24213 -1.14556 0.33495 -0.1 0.0 0.0
H 1.65043 -1.90479 0.52349 0.1 0.1 0.1
H 4.34067 -0.60465 2.30551 0.1 0.0 -0.1
H 2.11062 0.22849 5.82943 0.0 0.0 0.1
H 0.60520 -0.31013 6.91934 0.0 0.0 0.1
H 0.11233 -1.82601 6.17022 0.0 -0.1 0.0
H -1.08811 -0.74955 6.88320 -0.1 0.0 0.0
H 0.12704 1.90458 5.70229 0.1 0.0 0.0
H -1.58357 1.49520 5.82407 -0.1 0.0 0.0
H -0.87733 1.91036 4.25480 0.0 0.0 -0.1
H -1.39664 -1.80056 4.07436 0.0 0.0 0.0
H -1.92914 -0.25306 3.42457 0.0 0.1 -0.1
H -2.41794 -0.73955 5.04200 0.0 0.0 0.0
H 4.48061 -1.83059 5.98803 0.0 -0.1 0.0
H 3.82098 -0.49601 6.93030 -0.1 0.0 0.0
H 5.55833 -0.68417 6.78526 0.1 0.0 0.0
H 5.91638 -1.27483 3.87239 0.0 -0.1 0.0
H 6.78144 -0.07698 4.82451 0.0 0.0 0.0
H 6.01500 0.40126 3.32063 0.0 0.1 -0.1
H 3.82773 1.85787 5.99025 -0.1 0.0 0.1
H 4.74742 2.22412 4.53246 0.0 0.0 -0.1
H 5.58598 1.76003 6.01475 0.1 0.0 0.0
C -7.61339 -2.90411 2.28282 -0.1 0.0 0.1
O -6.36385 -2.87774 1.60144 0.2 0.1 0.0
C -5.62972 -1.75674 1.63564 0.1 -0.3 -0.2
C -6.01805 -0.59043 2.31157 0.0 0.1 0.0
C -5.18667 0.50140 2.28359 -0.1 -0.2 -0.1
C -3.95658 0.48503 1.60681 0.1 -0.4 0.0
C -3.08189 1.61509 1.69573 -0.2 0.0 0.0
C -3.57471 2.88436 2.32566 0.1 0.1 -0.1
O -1.89899 1.60829 1.29232 0.9 -0.4 -0.1
C -3.58823 -0.70867 0.91951 0.0 0.2 0.1
O -2.45514 -0.78740 0.21903 -0.1 -0.4 0.3
C -4.41982 -1.81417 0.93850 -0.2 0.3 0.2
H -8.01565 -3.89916 2.11725 0.0 0.0 0.0
H -8.29586 -2.15804 1.86973 0.0 0.0 0.0
H -7.47486 -2.73665 3.35342 0.0 0.0 0.0
H -6.94944 -0.53905 2.84965 -0.1 0.0 0.0
H -5.49318 1.38778 2.81336 0.0 0.1 0.1
H -3.74158 2.72538 3.38988 0.0 0.0 0.1
H -4.51980 3.19605 1.88607 0.0 0.0 0.0
H -2.83189 3.66580 2.20447 0.0 0.0 0.0
H -4.14243 -2.71346 0.41232 0.0 -0.1 0.0
```
Positions in Å, forces in eV/Å.

Properties
- Multiplicity: 3
- Total charge: +1
- Frontier orbital gap (alpha / beta): 6.742 / 7.648 eV
- E_HOMO (alpha / beta): -0.373 / -0.394 Ha

Löwdin population analysis, charges in e, atoms 1 to 5:
1. Mo 1.898
2. C -0.094
3. N -0.253
4. C -0.081
5. C -0.190

---

Record 2
The following is a DFT calculation (ωB97M-V/def2-TZVPD) of a cluster of 8 separate species, C43H64Cl4N9O in total.

XYZ file:
```
121
Properties=species:S:1:pos:R:3:forces:R:3
C -4.08724 -0.91384 1.53014 0.1 0.2 -0.2
C -3.05585 -0.12568 2.33205 -0.1 0.2 -0.1
C -2.14793 0.71424 1.42925 -0.2 0.1 0.0
C -1.11581 1.54470 2.23136 0.0 0.2 0.1
C -1.55559 3.01849 2.23575 -0.1 0.0 0.1
C 0.33661 1.32045 1.72609 -0.2 -0.1 -0.2
C 0.86720 -0.15532 1.85511 0.1 0.2 0.2
Cl 0.48390 -0.80267 3.49009 0.1 0.2 0.0
C 0.65132 -1.30912 0.80502 -0.1 -0.2 -0.1
C 0.50090 -1.04717 -0.69384 0.2 0.0 0.1
Cl -0.67443 -2.44003 1.26071 -0.1 0.1 0.0
C 0.39988 1.94060 0.31918 0.2 0.0 0.1
N 1.63477 1.67647 -0.40550 0.0 0.5 0.2
C 2.83769 1.87435 0.31982 -0.1 -0.1 -0.1
Cl 3.81766 0.34965 0.49236 0.1 0.0 0.0
C 2.68954 2.52073 1.70456 0.0 0.1 0.1
O 2.85875 3.89571 1.63702 0.0 0.1 0.1
N 1.36005 2.27868 2.49050 0.3 -0.4 0.1
C 1.75176 2.11708 3.98108 0.1 0.0 -0.1
Cl 0.32571 2.25275 5.00845 -0.2 -0.1 -0.2
C 2.76115 3.18565 4.42508 0.1 0.0 0.0
C 2.92504 3.24944 5.94752 0.2 0.0 0.0
H -3.61186 -1.65880 0.88714 0.0 0.0 0.1
H -4.63837 -0.23819 0.86289 -0.1 -0.1 0.1
H -4.80664 -1.41850 2.17412 0.0 0.0 -0.1
H -2.44579 -0.79404 2.94138 0.0 0.0 0.0
H -3.59134 0.56060 3.00127 0.2 -0.1 0.1
H -1.70304 0.08009 0.66075 0.1 -0.1 0.1
H -2.78784 1.42673 0.88866 0.1 -0.1 -0.1
H -1.19466 1.20714 3.25723 0.3 -0.1 0.0
H -0.91391 3.68605 2.81978 0.0 0.0 0.0
H -2.53321 3.07030 2.72450 0.1 0.0 -0.1
H -1.68267 3.42927 1.23059 0.0 0.0 0.1
H 1.94991 -0.08583 1.91874 -0.1 0.1 -0.2
H 1.55260 -1.91165 0.92938 -0.1 0.0 0.1
H 0.21985 -1.98742 -1.16633 0.0 0.1 0.0
H 1.44513 -0.72844 -1.12868 0.0 0.1 0.0
H -0.26612 -0.31844 -0.93980 -0.1 0.0 0.0
H 0.24304 3.02452 0.44906 -0.1 -0.2 0.0
H -0.44694 1.59044 -0.26439 0.0 -0.1 0.0
H 1.65381 2.20636 -1.26458 0.0 -0.3 -0.2
H 3.51859 2.52434 -0.22970 0.0 -0.1 0.1
H 3.47460 2.12149 2.33608 0.0 0.0 -0.1
H 2.46165 4.26561 0.84114 0.0 0.0 -0.2
H 0.90964 3.19643 2.46033 -0.1 0.0 0.0
H 2.16573 1.11514 4.07948 -0.1 0.0 0.1
H 2.46350 4.15996 4.03076 0.0 -0.1 0.1
H 3.73700 2.95280 3.99539 -0.1 0.1 0.0
H 2.15634 3.86374 6.41250 0.0 -0.1 0.0
H 2.90544 2.25586 6.39985 0.0 0.1 0.0
H 3.89373 3.69379 6.17994 -0.1 0.0 0.0
N -7.85855 -1.94188 -0.15140 0.0 0.0 0.0
C -6.67624 -2.63217 -0.14055 0.0 0.0 0.0
C -6.83660 -3.72732 0.66570 0.0 0.0 0.0
C -8.16914 -3.69609 1.16080 0.0 0.0 0.0
C -8.77226 -2.58352 0.63905 0.0 0.0 0.0
H -8.03359 -1.09306 -0.65634 0.0 0.0 0.0
H -5.82536 -2.28983 -0.70464 0.0 0.0 0.0
H -6.08504 -4.46972 0.87724 0.0 0.0 0.0
H -8.63088 -4.41032 1.82135 0.0 0.0 0.0
H -9.76959 -2.19785 0.76140 0.0 0.0 0.0
N 7.34257 -2.35552 -2.74712 0.0 0.0 0.1
C 6.63046 -3.51914 -2.81920 0.0 0.0 0.0
C 5.38355 -3.28205 -2.30558 0.0 0.0 0.0
C 5.34539 -1.91811 -1.90577 0.0 0.0 0.0
C 6.57183 -1.37069 -2.19322 0.0 0.0 0.0
H 8.28978 -2.24338 -3.06089 0.0 0.0 0.0
H 7.06593 -4.41172 -3.23406 0.0 0.0 0.0
H 4.58869 -4.00451 -2.22643 0.0 0.0 0.0
H 4.50960 -1.39738 -1.47054 0.0 0.0 0.0
H 6.95151 -0.37116 -2.06255 0.0 0.0 0.0
N 7.13334 -1.64062 1.14206 0.0 0.0 0.0
C 6.24862 -1.60835 2.18108 -0.1 0.0 0.0
C 6.95305 -1.39662 3.33796 0.0 0.1 0.0
C 8.32424 -1.29347 2.97748 0.0 0.0 0.0
C 8.40005 -1.45156 1.61837 0.0 0.0 0.0
H 6.88229 -1.79293 0.17719 0.0 0.0 0.0
H 5.19499 -1.75643 2.01288 0.0 -0.1 0.0
H 6.53768 -1.33205 4.33002 0.0 0.0 0.0
H 9.15779 -1.13335 3.64034 0.0 0.0 0.0
H 9.24905 -1.45038 0.95636 0.0 0.0 0.0
N 8.44329 -1.86199 -8.33270 0.0 0.0 0.0
C 7.52934 -2.87793 -8.38156 0.0 0.0 0.0
C 7.00974 -3.03557 -7.12482 0.0 0.0 0.0
C 7.63811 -2.07545 -6.28492 0.0 0.0 0.0
C 8.51768 -1.36673 -7.06082 0.0 0.0 0.0
H 8.98170 -1.53364 -9.11239 0.0 0.0 0.0
H 7.32643 -3.40037 -9.30036 0.0 0.0 0.0
H 6.26371 -3.75742 -6.83733 0.0 0.0 0.0
H 7.45647 -1.92392 -5.23511 -0.1 0.0 0.0
H 9.18540 -0.55818 -6.81739 0.0 0.0 0.0
N -5.53575 2.56879 1.94862 0.1 -0.1 0.0
C -5.68132 3.93063 2.01688 0.1 0.0 0.1
C -6.60015 4.20134 2.99391 0.0 0.0 0.0
C -7.03310 2.95645 3.52814 0.0 0.0 0.0
C -6.36413 1.96762 2.85937 0.0 0.0 0.0
H -4.93678 2.07945 1.30991 0.0 0.0 0.0
H -5.12997 4.58778 1.36569 0.0 0.0 0.0
H -6.93625 5.18181 3.28635 0.0 0.0 0.0
H -7.76163 2.80615 4.30679 0.0 0.0 0.0
H -6.41113 0.89520 2.94739 0.0 0.0 0.0
N -8.20601 3.05797 -1.84366 0.0 0.0 0.0
C -8.19203 3.14982 -0.47606 0.0 0.0 0.0
C -9.48636 3.29554 -0.05567 0.0 0.0 0.0
C -10.31306 3.29334 -1.21234 0.0 0.0 0.0
C -9.49439 3.14688 -2.29941 0.0 0.0 0.0
H -7.39828 2.95477 -2.42745 0.0 0.0 0.0
H -7.27681 3.10269 0.08880 0.0 0.0 0.0
H -9.80330 3.39355 0.96908 0.0 0.0 0.0
H -11.38514 3.39145 -1.24171 0.0 0.0 0.0
H -9.71807 3.10134 -3.35129 0.0 0.0 0.0
N -0.84672 -3.74767 -5.30792 0.0 0.0 0.0
C 0.51806 -3.73519 -5.22692 0.0 0.0 0.0
C 0.86039 -3.85406 -3.90632 0.0 0.0 0.0
C -0.34975 -3.94069 -3.16346 0.0 0.0 0.1
C -1.38539 -3.87015 -4.05762 0.0 0.0 0.0
H -1.37363 -3.68455 -6.15896 0.0 0.0 0.0
H 1.12810 -3.65263 -6.10973 0.0 0.0 0.0
H 1.86538 -3.88472 -3.51884 0.0 0.0 0.0
H -0.45009 -4.05702 -2.09620 0.0 0.0 0.0
H -2.45098 -3.90801 -3.91019 0.0 0.0 0.0
```
Positions in Å, forces in eV/Å.

Properties
- Multiplicity: 1
- Total charge: +1
- Energy above the lowest of the compared OMol25 structures with the same formula, charge and spin: 0.000 eV
- Frontier orbital gap: 6.845 eV
- E_HOMO: -0.354 Ha

Löwdin population analysis, charges in e, atoms 1 to 5:
1. C -0.113
2. C -0.263
3. C -0.181
4. C -0.342
5. C -0.057

---

What E values result from the calculations? In sequence: -60683.5704, -111169.0209 eV.